Record 1
Computed, not measured: a molecular structure, C12H21F6IN2O9PS2 in a non-equilibrium geometry, with ωB97M-V/def2-TZVPD.

Structure (ORCA input):
```
! RIJCOSX wB97M-V def2-TZVPD def2/J DEFGRID3
* xyz -1 1
C -3.63594 -3.65873 -0.47573
C -4.36881 -3.30493 0.79514
O -3.75617 -2.17587 1.46113
P -2.57784 -2.35351 2.50515
O -1.31176 -1.68890 2.13879
C -3.24818 -1.71812 4.05498
C -2.72601 -0.31759 4.39471
N -3.17090 0.70145 3.44455
C -2.11117 1.26588 2.66902
O -1.03836 1.61633 3.11363
O -2.50687 1.44129 1.41308
C -1.56405 2.10884 0.55402
C -0.47610 1.15192 0.10477
C -0.92437 0.25034 -1.03945
I 1.25588 2.27643 -0.45505
O -2.48404 -3.93420 2.65702
C -1.29703 -4.44641 3.29617
C -0.25971 -4.85714 2.28036
H -3.46681 -2.75267 -1.05060
H -4.25341 -4.32159 -1.08028
H -2.68251 -4.14349 -0.27956
H -4.44645 -4.15338 1.46810
H -5.38255 -2.98800 0.55694
H -3.00224 -2.40227 4.86791
H -4.33222 -1.69805 3.95014
H -1.64223 -0.33051 4.48231
H -3.11665 -0.08076 5.38509
H -3.64577 1.44935 3.92628
H -1.16280 3.00132 1.02331
H -2.14943 2.42201 -0.30936
H -0.15911 0.54092 0.93937
H -2.00987 0.14223 -1.00488
H -0.66129 0.66664 -2.00830
H -0.49013 -0.74109 -0.94656
H -0.88260 -3.71143 3.98657
H -1.61582 -5.30097 3.89002
H 0.70497 -4.97928 2.77141
H -0.51870 -5.79603 1.79691
H -0.13563 -4.08256 1.52697
C 4.45184 4.44721 -2.20205
F 3.42143 4.38313 -1.34728
F 4.68304 5.73312 -2.46814
F 5.52413 3.94435 -1.58996
S 4.02041 3.49752 -3.72192
O 2.87946 4.17859 -4.26378
O 3.83346 2.15089 -3.26177
N 5.38386 3.76734 -4.47504
S 5.65065 3.17928 -5.91847
O 4.88505 3.78246 -6.97226
O 5.84524 1.75807 -5.97010
C 7.34226 3.88921 -6.10517
F 8.17422 3.43552 -5.16591
F 7.32753 5.22206 -6.04514
F 7.83009 3.53381 -7.29712
*
```

Computed properties:
energy	-89561.4172	eV
energy above the lowest of the compared OMol25 structures with the same formula, charge and spin	0.000	eV
Kohn-Sham gap	8.10	eV
strongest force on any atom	1.12	eV/A
E_HOMO	-0.2290	Eh

Record 2
Computed, not measured: a molecular structure, C12H21F9MnN3O12S3 in a non-equilibrium geometry, with ωB97M-V/def2-TZVPD.

Structure (ORCA input):
```
! RIJCOSX wB97M-V def2-TZVPD def2/J DEFGRID3
* xyz -1 6
Mn -18.77366 -26.64801 8.97453
C -16.99726 -27.55241 5.04737
F -17.81780 -28.55241 5.39639
F -15.76475 -27.87312 5.46189
F -16.96695 -27.47803 3.70395
S -17.50424 -25.93245 5.74129
O -18.71440 -25.66389 5.01350
O -17.71149 -26.23616 7.15262
O -16.38870 -25.08641 5.45767
C -16.20168 -26.86847 12.47322
F -17.20456 -27.75949 12.47568
F -16.58898 -25.81602 13.18376
F -15.15965 -27.43663 13.11105
S -15.73590 -26.40447 10.73967
O -15.13600 -25.11099 10.90525
O -14.86562 -27.46747 10.34008
O -17.03600 -26.39146 10.08540
C -21.39931 -27.12658 12.71530
F -21.32536 -25.79057 12.57612
F -20.41480 -27.52749 13.52859
F -22.57759 -27.41315 13.30659
S -21.24382 -27.96546 11.07140
O -22.56180 -27.91264 10.50178
O -20.27607 -27.08201 10.42132
O -20.73434 -29.27336 11.38687
C -17.81921 -29.53914 9.60673
O -18.29279 -28.73631 8.80690
N -16.62939 -30.11691 9.46289
C -15.96517 -30.82354 10.54276
C -15.85869 -29.91778 8.25772
H -18.31398 -29.81360 10.55052
H -15.04510 -30.28276 10.78769
H -15.70824 -31.84421 10.25715
H -16.59000 -30.80146 11.43492
H -16.43599 -29.37222 7.52540
H -14.98386 -29.30944 8.50928
H -15.46640 -30.86755 7.88947
C -19.70009 -23.58278 9.85827
O -19.19948 -24.58377 9.39236
N -19.56406 -23.21663 11.14542
C -18.60411 -23.94006 11.96188
C -19.88648 -21.85991 11.51375
H -20.32726 -22.91334 9.25470
H -18.72762 -25.00516 11.79621
H -18.83815 -23.73510 13.00947
H -17.57193 -23.63634 11.77822
H -19.03695 -21.19343 11.30288
H -20.66496 -21.51946 10.83213
H -20.12114 -21.78410 12.56804
C -21.43642 -26.89635 6.95752
O -20.43484 -26.77383 7.64139
N -21.88832 -28.08192 6.50145
C -23.32772 -28.30621 6.32638
C -21.09545 -29.25849 6.74953
H -21.99371 -26.02989 6.57992
H -23.49701 -29.36380 6.16802
H -23.69040 -27.76757 5.44558
H -23.88648 -27.96091 7.19642
H -21.49246 -29.78414 7.62786
H -21.10978 -29.92960 5.88926
H -20.05163 -29.04069 6.95586
*
```

Computed properties:
energy	-130115.6146	eV
energy above the lowest of the compared OMol25 structures with the same formula, charge and spin	0.000	eV
<S²>	8.752
Kohn-Sham gap (spin up / spin down)	9.19 / 9.53	eV
strongest force on any atom	1.08	eV/A
E_HOMO (spin up / spin down)	-0.2459 / -0.2587	Eh

Record 3
Computed, not measured: a molecular structure, C12H21F9MnN3O12S3 in a non-equilibrium geometry, with ωB97M-V/def2-TZVPD.

Structure (ORCA input):
```
! RIJCOSX wB97M-V def2-TZVPD def2/J DEFGRID3
* xyz -1 6
Mn -0.24016 -0.49412 -0.77790
C 3.41747 1.02881 -2.98675
F 4.35306 0.65003 -2.10919
F 2.81005 2.15537 -2.58581
F 3.98914 1.27343 -4.14937
S 2.14589 -0.36617 -3.25166
O 3.00991 -1.47141 -3.64944
O 1.35706 -0.57570 -2.02002
O 1.36729 0.14316 -4.36100
C -3.83150 -0.25149 -3.78393
F -3.23492 0.79576 -4.30899
F -5.14223 -0.21826 -3.98249
F -3.37395 -1.35256 -4.34472
S -3.46770 -0.40182 -1.90192
O -2.00433 -0.43610 -1.87375
O -4.03766 0.80202 -1.28996
O -4.03542 -1.66159 -1.46774
C 0.12480 -4.13247 1.28715
F -0.20062 -5.31333 1.79910
F -0.40818 -3.24857 2.14992
F 1.43089 -3.96237 1.27273
S -0.65640 -3.89104 -0.38932
O -0.19850 -2.55645 -0.85501
O -0.08340 -4.95752 -1.15559
O -2.09698 -3.94714 -0.20137
C 2.27214 -0.13549 1.36284
O 1.14146 -0.10382 0.88606
N 3.24247 -0.95688 0.99351
C 4.63345 -0.80835 1.39816
C 3.09828 -2.00694 -0.00798
H 2.65322 0.64837 2.03154
H 5.18420 -0.27334 0.62235
H 5.08620 -1.78296 1.56490
H 4.79623 -0.23522 2.31352
H 3.78667 -1.93162 -0.85170
H 3.31108 -2.98471 0.42982
H 2.09018 -2.02582 -0.40736
C -2.54860 -0.62765 1.61331
O -1.61862 -0.81506 0.85961
N -2.42180 -0.31962 2.91797
C -3.57737 -0.26158 3.78993
C -1.13543 -0.01476 3.49334
H -3.60760 -0.71270 1.33504
H -4.43268 0.21579 3.31383
H -3.31617 0.36541 4.64514
H -3.87806 -1.21093 4.23749
H -0.94702 1.04347 3.69905
H -0.95104 -0.62285 4.38009
H -0.31833 -0.24257 2.80738
C -1.03766 2.71785 -0.53963
O -0.48027 1.65064 -0.67007
N -0.35994 3.87696 -0.34328
C -1.07809 5.11022 -0.11168
C 1.06991 3.86181 -0.07877
H -2.11204 2.89999 -0.68950
H -1.51339 5.14335 0.89491
H -1.93360 5.26310 -0.77222
H -0.43232 5.97857 -0.21250
H 1.48025 4.87101 -0.12171
H 1.22681 3.53865 0.95419
H 1.63385 3.27719 -0.80053
*
```

Computed properties:
energy	-130114.1499	eV
energy above the lowest of the compared OMol25 structures with the same formula, charge and spin	1.465	eV
<S²>	8.752
Kohn-Sham gap (spin up / spin down)	8.17 / 8.54	eV
strongest force on any atom	2.78	eV/A
E_HOMO (spin up / spin down)	-0.2286 / -0.2424	Eh

Record 4
Computed, not measured: 2 unconnected molecules or ions with the total composition C12H21N2O in a non-equilibrium geometry, with ωB97M-V/def2-TZVPD.

Structure (ORCA input):
```
! RIJCOSX wB97M-V def2-TZVPD def2/J DEFGRID3
* xyz 1 1
C -0.55011 0.50222 -0.30318
C -1.31511 0.82454 1.02406
C -2.53426 -0.34816 -0.41194
C -0.08724 -2.54153 -0.47604
C 0.43985 -2.15089 0.67780
C -1.67351 2.26294 0.96415
C -3.66480 -1.11827 -0.88295
C 0.78542 -1.86356 1.87955
C 1.05333 0.26518 -2.21203
C 3.01434 -0.31793 -0.05477
C 2.02414 2.00929 0.55766
C 0.73067 0.28225 -0.67439
N -1.52494 0.08195 -1.14940
N 1.86073 0.53540 0.29174
O -2.44208 -0.04084 0.89889
H -0.66953 -1.84686 -1.09706
H -0.09945 -3.63834 -0.59697
H -0.73964 2.80939 1.31555
H -2.15445 2.45462 -0.02916
H -2.51362 2.46460 1.58167
H -3.51736 -1.40241 -1.96475
H -3.72613 -1.96128 -0.17648
H -4.56518 -0.49686 -0.72579
H -0.82388 0.55067 1.98356
H 1.89357 -1.79200 2.12719
H 0.02430 -1.84562 2.58013
H 1.26901 -0.76929 -2.46785
H 1.83054 1.08338 -2.37223
H 0.14008 0.67291 -2.73741
H 3.47059 0.08306 -0.94017
H 3.70037 -0.25979 0.76012
H 2.59076 -1.29357 -0.10910
H 2.33325 2.02922 1.55338
H 2.75999 2.26392 -0.21538
H 1.11638 2.38667 0.16099
H 1.56399 0.12500 1.24059
*
```

Computed properties:
energy	-17801.6597	eV
energy above the lowest of the compared OMol25 structures with the same formula, charge and spin	5.005	eV
Kohn-Sham gap	9.45	eV
strongest force on any atom	4.07	eV/A
E_HOMO	-0.4430	Eh

Record 5
Computed, not measured: C12H21N5OS in the gas phase in a non-equilibrium geometry, with ωB97M-V/def2-TZVPD.

Structure (ORCA input):
```
! RIJCOSX wB97M-V def2-TZVPD def2/J DEFGRID3
* xyz 0 1
C 1.93948 -2.56229 2.29666
H 2.69252 -2.39846 1.42351
H 1.09140 -2.99647 1.90217
H 2.54081 -2.99408 3.12832
S 1.75952 -0.88997 2.81374
C 0.75551 -0.45800 1.36576
N 0.20185 0.72341 1.46924
C -0.24069 1.19579 0.06673
N -0.40487 0.38174 -1.00013
C 0.09328 -0.75026 -0.77875
N 0.57476 -1.30747 0.10413
N 0.03946 -1.67430 -2.03951
H -0.39567 -1.22209 -2.54688
C 0.28891 -2.95323 -1.91673
H 0.71582 -3.29248 -2.93353
H 1.17997 -3.13424 -1.16397
C -0.68847 -3.85387 -1.09516
C -2.03100 -3.88828 -2.03149
H -1.78289 -4.06458 -3.24438
H -2.52206 -2.87227 -2.14456
H -2.66779 -4.53313 -1.73730
C -0.37514 -5.43150 -1.14986
H -1.05897 -5.95418 -0.76058
H -0.11678 -5.77883 -2.07757
H 0.81140 -5.30625 -0.78230
H -0.96623 -3.40885 -0.28338
N -0.78353 2.43470 0.27058
C -1.48603 3.01811 -1.26354
H -2.59516 2.78581 -1.03092
C -1.06546 4.47717 -1.15735
H -0.99473 4.77169 -2.39759
O 0.39212 4.63174 -0.75836
C 0.29287 4.49237 0.66635
H 1.44692 4.13447 0.99103
C -0.62650 3.34945 1.22501
H -1.75892 3.88614 1.28046
H -0.11824 2.89483 1.94082
H -0.11069 5.38828 1.32229
H -1.78263 5.07743 -0.73987
H -1.16681 2.26674 -2.01010
*
```

Computed properties:
energy	-33105.8337	eV
energy above the lowest of the compared OMol25 structures with the same formula, charge and spin	13.382	eV
Kohn-Sham gap	8.88	eV
strongest force on any atom	18.05	eV/A
structure (SMILES)	CSc1nc(NCC(C)C)nc(N2CCOCC2)n1
E_HOMO	-0.3014	Eh